A molecular structure, C38H27BrN2O4PdS5Te, computed with ωB97M-V/def2-TZVPD.

Structure (XYZ):
```
79
Properties=species:S:1:pos:R:3:mulliken_charge:R:1
Pd 1.630 0.343 1.013 0.780
C -4.311 -0.806 -3.789 -1.761
C -3.001 -0.468 -3.111 -0.279
C -1.820 -0.320 -3.827 0.025
C -0.602 -0.030 -3.231 1.275
C 0.597 0.076 -4.090 -0.653
O 1.704 -0.304 -3.779 -0.631
C 0.433 0.669 -5.489 0.371
C -0.514 1.635 -5.808 -0.106
C -0.611 2.130 -7.104 -0.749
C 0.248 1.672 -8.094 -0.331
C 1.220 0.729 -7.775 -0.539
C 1.311 0.237 -6.480 -0.420
C -0.485 0.118 -1.777 -0.275
O 0.591 0.390 -1.226 -0.564
C -1.741 -0.041 -1.041 0.609
C -2.922 -0.311 -1.733 -0.745
C -1.801 0.030 0.433 0.020
N -0.817 0.351 1.191 0.170
C -0.945 0.240 2.650 -0.611
C -0.634 -1.190 3.104 -0.927
Te 1.284 -1.849 2.399 0.202
C 0.421 -2.905 0.724 0.359
C 0.829 -2.612 -0.576 -0.511
C 0.227 -3.238 -1.662 -0.387
C -0.783 -4.172 -1.465 -0.592
C -1.173 -4.499 -0.171 -0.492
C -0.567 -3.873 0.914 -0.305
C -3.132 -0.334 1.053 -0.443
C -3.966 0.646 1.580 -0.147
C -5.151 0.299 2.216 -0.793
C -5.518 -1.036 2.329 -0.459
C -4.699 -2.019 1.786 -0.918
C -3.513 -1.669 1.153 0.439
H -4.195 -0.806 -4.876 0.368
H -5.093 -0.083 -3.537 0.348
H -4.679 -1.795 -3.495 0.292
H -1.848 -0.484 -4.903 0.434
H -1.169 2.016 -5.033 0.469
H -1.362 2.874 -7.341 0.365
H 0.167 2.055 -9.104 0.366
H 1.908 0.378 -8.536 0.365
H 2.069 -0.485 -6.204 0.429
H -3.843 -0.412 -1.168 0.456
H -1.931 0.520 3.030 0.332
H -0.214 0.914 3.082 0.330
H -1.368 -1.899 2.719 0.316
H -0.607 -1.246 4.191 0.602
H 1.589 -1.864 -0.758 0.273
H 0.536 -2.965 -2.665 0.428
H -1.266 -4.640 -2.315 0.370
H -1.953 -5.234 -0.005 0.370
H -0.874 -4.137 1.922 0.353
H -3.681 1.688 1.486 0.500
H -5.788 1.073 2.630 0.378
H -6.438 -1.308 2.834 0.348
H -4.983 -3.064 1.855 0.414
H -2.870 -2.429 0.723 0.506
S 7.839 3.769 2.226 -0.346
C 6.448 2.979 1.758 0.101
S 4.978 3.767 1.353 -0.137
C 4.010 2.360 0.956 0.023
C 4.640 1.188 1.073 0.208
S 3.971 -0.352 0.583 -0.510
S 6.292 1.276 1.649 -0.161
S 2.380 2.574 0.400 -0.382
Br 5.285 4.952 5.564 -0.203
C 4.418 3.321 5.987 -0.068
C 4.487 2.835 7.283 -0.140
N 3.887 1.706 7.654 -0.685
C 3.209 1.031 6.716 -0.069
C 3.089 1.449 5.401 -0.191
C 3.707 2.632 5.024 -0.168
C 2.238 0.685 4.396 0.660
O 1.942 -0.501 4.694 -0.786
O 1.906 1.307 3.367 -0.496
H 5.040 3.377 8.043 0.345
H 2.731 0.109 7.023 0.474
H 3.605 2.979 4.002 0.507
```

The total energy comes out at -6835.71949 Ha. As for the largest force on an atom: 1.37 eV/A. The HOMO-LUMO gap (spin up / spin down) is 5.32 / 5.35 eV. As for the charge: -2. The LUMO energy (spin up / spin down) is 3.761 / 3.764 eV. For the relative energy (zero: lowest compared OMol25 entry of this formula, charge and spin), the calculation gives 78.4 kJ/mol. The HOMO energy (spin up / spin down) comes out at -0.0572 / -0.0582 hartree.

=====

A gas-phase ion, C16H20NO3 (charge -1), computed with ωB97M-V/def2-TZVPD.

Structure (XYZ):
```
40
Properties=species:S:1:pos:R:3:mulliken_charge:R:1
C 2.343 4.729 -0.211 -1.198
C 1.016 4.016 -0.445 -0.252
O 1.337 2.628 -0.451 -0.196
C 0.246 1.818 -0.711 0.226
O -0.776 2.274 -1.272 -0.676
C 0.435 0.354 -0.309 -0.561
N -0.462 -0.345 -1.003 -0.009
C -0.515 -1.599 -1.315 -0.544
C -1.706 -2.203 -1.862 0.606
C -1.846 -3.620 -1.989 -0.467
C -3.056 -4.198 -2.406 -0.515
C -4.129 -3.385 -2.757 -0.288
C -4.008 -1.987 -2.702 -0.526
C -2.808 -1.407 -2.262 -0.275
C 0.472 0.202 1.371 1.298
O -0.708 0.824 1.442 -0.962
C 0.527 -1.158 2.175 -0.923
C 1.715 -1.215 3.179 -0.511
C 2.412 0.182 3.113 -0.573
C 1.750 0.976 1.952 -0.694
H 2.169 5.755 0.055 0.403
H 2.910 4.239 0.576 0.292
H 2.923 4.708 -1.137 0.278
H 0.296 4.235 0.374 0.309
H 0.556 4.320 -1.418 0.287
H 1.517 0.016 -0.244 0.496
H 0.318 -2.274 -1.155 0.324
H -0.970 -4.240 -1.746 0.281
H -3.139 -5.280 -2.452 0.344
H -5.067 -3.829 -3.078 0.336
H -4.830 -1.338 -2.993 0.356
H -2.669 -0.318 -2.223 0.425
H 0.551 -1.990 1.464 0.125
H -0.384 -1.294 2.790 0.291
H 2.401 -2.006 2.900 0.246
H 1.424 -1.447 4.197 0.283
H 2.319 0.677 4.077 0.272
H 3.490 0.070 2.966 0.284
H 1.473 1.963 2.364 0.158
H 2.475 1.145 1.146 0.253
```

The total energy comes out at -902.07853 Ha. As for the largest force on an atom: 4.93 eV/A. The HOMO-LUMO gap is 5.78 eV. As for the charge: -1. The LUMO energy is 3.250 eV. For the relative energy (zero: lowest compared OMol25 entry of this formula, charge and spin), the calculation gives 187.0 kJ/mol. The HOMO energy comes out at -0.0931 hartree. Its SMILES is CCOC(=O)[C@H](/N=C/c1ccccc1)C1([O-])CCCC1.

=====

A molecular structure, C38H36Br3N7O4, computed with ωB97M-V/def2-TZVPD.

Structure (XYZ):
```
88
Properties=species:S:1:pos:R:3:mulliken_charge:R:1
C 21.188 -12.084 -1.785 0.414
Br 20.594 -11.846 0.033 0.062
Br 21.310 -13.975 -2.152 0.177
Br 22.759 -11.066 -2.169 0.037
H 20.381 -11.772 -2.437 -0.569
C 17.674 -12.225 -2.124 -0.656
C 17.987 -13.530 -2.527 -0.308
C 18.122 -13.821 -3.878 0.124
C 17.785 -12.850 -4.796 -0.052
C 17.263 -11.630 -4.400 -0.493
C 17.243 -11.298 -3.055 -0.488
N 17.915 -13.124 -6.235 1.018
O 18.325 -14.227 -6.556 -0.614
O 17.658 -12.227 -7.009 -0.626
H 17.702 -12.062 -1.053 0.598
H 18.192 -14.207 -1.708 0.307
H 18.335 -14.845 -4.151 0.362
H 17.021 -10.873 -5.131 0.432
H 16.925 -10.306 -2.763 0.419
C 25.434 -9.098 -0.762 -0.395
C 26.630 -8.896 -0.082 -0.587
C 26.824 -7.730 0.634 -0.497
C 25.880 -6.717 0.577 0.383
C 24.708 -6.874 -0.133 -0.606
C 24.491 -8.080 -0.779 0.184
N 26.150 -5.472 1.305 0.916
O 25.179 -4.867 1.718 -0.546
O 27.305 -5.123 1.446 -0.585
H 25.316 -9.964 -1.398 0.314
H 27.434 -9.620 -0.064 0.381
H 27.750 -7.561 1.166 0.411
H 24.008 -6.061 -0.247 0.412
H 23.583 -8.215 -1.354 0.200
N 20.665 -16.068 -4.697 -0.077
C 21.173 -16.909 -3.790 -0.043
C 21.903 -18.025 -4.161 -0.751
C 22.028 -18.340 -5.507 -0.271
C 21.317 -17.586 -6.423 -0.707
C 20.725 -16.411 -5.975 -0.131
H 21.155 -16.619 -2.744 0.408
H 22.370 -18.597 -3.369 0.386
H 22.679 -19.145 -5.820 0.386
H 21.441 -17.792 -7.478 0.339
H 20.276 -15.702 -6.661 0.420
N 24.512 -15.025 -1.337 -0.433
C 25.043 -16.183 -1.735 -0.467
C 24.459 -17.399 -1.440 -0.288
C 23.463 -17.473 -0.469 -0.410
C 23.085 -16.275 0.113 0.083
C 23.613 -15.084 -0.362 -0.557
H 25.771 -16.052 -2.529 0.356
H 24.714 -18.326 -1.940 0.400
H 23.033 -18.435 -0.227 0.417
H 22.384 -16.260 0.941 0.291
H 23.234 -14.154 0.044 0.594
N 18.750 -14.936 0.853 -0.217
C 19.686 -14.871 1.802 0.077
C 19.986 -15.936 2.630 -0.739
C 19.256 -17.109 2.497 -0.231
C 18.373 -17.238 1.444 -0.721
C 18.192 -16.111 0.640 -0.059
H 20.313 -13.987 1.809 0.234
H 20.774 -15.912 3.371 0.440
H 19.403 -17.917 3.205 0.389
H 17.727 -18.088 1.274 0.405
H 17.518 -16.201 -0.209 0.359
N 18.465 -8.490 -4.265 -0.286
C 18.391 -7.687 -5.322 -0.359
C 19.508 -7.194 -5.982 -0.450
C 20.761 -7.565 -5.518 -0.325
C 20.849 -8.422 -4.429 -0.546
C 19.672 -8.855 -3.839 0.355
H 17.399 -7.436 -5.681 0.370
H 19.442 -6.445 -6.761 0.397
H 21.663 -7.363 -6.083 0.382
H 21.800 -8.845 -4.133 0.251
H 19.667 -9.619 -3.066 0.235
N 20.569 -6.669 -0.234 -0.481
C 20.376 -7.924 0.145 -0.046
C 20.788 -8.456 1.357 -0.323
C 21.477 -7.604 2.206 -0.460
C 21.695 -6.288 1.829 -0.146
C 21.152 -5.847 0.630 -0.536
H 19.803 -8.531 -0.552 0.411
H 20.511 -9.459 1.638 0.384
H 21.748 -7.870 3.221 0.397
H 22.096 -5.636 2.594 0.375
H 21.183 -4.785 0.408 0.389
```

The total energy comes out at -9875.67080 Ha. As for the largest force on an atom: 1.87 eV/A. The HOMO-LUMO gap is 9.14 eV. As for the charge: 0. The LUMO energy is -0.230 eV. For the relative energy (zero: lowest compared OMol25 entry of this formula, charge and spin), the calculation gives 0.0 kJ/mol. The HOMO energy comes out at -0.3443 hartree.

=====

2 unconnected molecules or ions with the total composition C2H7NO, computed with ωB97M-V/def2-TZVPD.

Structure (XYZ):
```
11
Properties=species:S:1:pos:R:3:mulliken_charge:R:1
C 0.543 0.907 -0.878 -0.966
C 1.562 -0.540 0.630 -0.830
N 0.431 0.180 0.373 -0.588
H -0.402 1.423 -1.121 0.225
H 1.348 1.660 -0.829 0.349
H 0.691 0.232 -1.746 0.301
H 1.506 -1.239 1.462 0.251
H 2.431 -0.566 -0.027 0.296
H -2.683 0.168 -0.013 0.266
H -1.277 -0.299 0.454 0.449
O -2.164 -0.637 0.102 -0.754
```

The total energy comes out at -210.33038 Ha. As for the spin multiplicity: 2. As for the largest force on an atom: 0.78 eV/A. The HOMO-LUMO gap (spin up / spin down) is 4.39 / 8.28 eV. As for the charge: -1. The LUMO energy (spin up / spin down) is 4.686 / 4.628 eV. For the relative energy (zero: lowest compared OMol25 entry of this formula, charge and spin), the calculation gives 4.4 kJ/mol. As for the expectation value of S²: 0.75. The HOMO energy (spin up / spin down) comes out at 0.0109 / -0.1343 hartree.

=====

A molecular structure, C25H42N2O8P2Sn, computed with ωB97M-V/def2-TZVPD.

Structure (XYZ):
```
80
Properties=species:S:1:pos:R:3:mulliken_charge:R:1
Sn -0.901 0.309 -2.321 1.425
C -4.162 2.503 -2.030 -1.223
C -3.041 3.270 -1.433 0.430
O -1.793 2.765 -1.588 0.193
C -2.987 4.451 -0.770 -1.355
C -1.628 4.702 -0.501 1.165
C -0.962 5.858 0.134 -1.158
N -0.911 3.699 -0.988 0.489
N 0.390 3.565 -0.880 -0.656
C 1.169 2.655 -1.412 0.414
O 0.805 1.646 -2.120 -0.752
C 2.609 2.832 -1.116 0.347
C 3.482 1.753 -1.238 -0.137
C 4.820 1.903 -0.916 -0.742
C 5.297 3.128 -0.474 -0.479
C 4.439 4.216 -0.373 -0.786
C 3.103 4.073 -0.699 -0.338
H -4.955 2.352 -1.300 0.373
H -3.815 1.538 -2.397 0.154
H -4.580 3.064 -2.867 0.366
H -3.815 5.082 -0.497 0.529
H -1.686 6.498 0.631 0.403
H -0.443 6.435 -0.634 0.310
H -0.211 5.515 0.845 0.272
H 3.096 0.801 -1.582 0.486
H 5.500 1.068 -1.023 0.435
H 6.343 3.238 -0.219 0.435
H 4.816 5.177 -0.051 0.439
H 2.434 4.918 -0.654 0.486
C 1.824 1.073 2.121 -0.928
C 0.455 1.160 2.772 0.381
C -0.254 2.462 2.439 -1.159
O -0.389 0.010 2.415 -0.293
P -0.615 -0.601 0.995 -1.303
O -0.728 0.471 -0.062 1.392
C 0.681 -1.803 0.616 -0.381
P 0.258 -2.661 -0.943 0.114
O -0.832 -1.886 -1.631 -0.791
O 1.502 -2.610 -1.877 -0.262
C 2.810 -3.283 -1.867 0.432
C 2.675 -4.784 -1.711 -1.261
C 3.711 -2.661 -0.817 -1.083
O -0.084 -4.144 -0.649 0.016
C -1.395 -4.679 -0.233 1.297
C -1.107 -5.938 0.556 -1.445
C -2.243 -4.937 -1.463 -1.355
O -1.848 -1.542 1.141 -0.024
C -3.230 -1.220 1.522 0.545
C -3.421 -1.575 2.983 -1.415
C -3.610 0.221 1.224 -1.119
H 2.440 1.902 2.466 0.545
H 1.733 1.149 1.034 -0.172
H 2.327 0.143 2.391 0.337
H 0.553 1.061 3.851 0.388
H -0.412 2.535 1.363 0.016
H 0.364 3.298 2.762 0.533
H -1.216 2.523 2.950 0.391
H 0.775 -2.497 1.452 0.647
H 1.621 -1.272 0.468 0.143
H 3.198 -3.050 -2.857 0.264
H 2.351 -5.044 -0.703 0.218
H 3.641 -5.249 -1.900 0.507
H 1.955 -5.179 -2.426 0.337
H 3.360 -2.896 0.191 0.248
H 3.767 -1.578 -0.944 0.121
H 4.716 -3.067 -0.925 0.497
H -1.874 -3.932 0.400 -0.368
H -0.598 -6.666 -0.076 0.320
H -2.042 -6.374 0.906 0.447
H -0.480 -5.724 1.421 0.373
H -1.767 -5.680 -2.104 0.326
H -2.385 -4.020 -2.033 0.284
H -3.217 -5.315 -1.155 0.453
H -3.826 -1.889 0.900 0.331
H -2.831 -0.915 3.620 0.260
H -3.117 -2.604 3.171 0.360
H -4.473 -1.474 3.248 0.471
H -3.002 0.907 1.816 0.158
H -4.656 0.368 1.488 0.560
H -3.475 0.449 0.166 0.129
```

The total energy comes out at -2585.95159 Ha. As for the largest force on an atom: 1.05 eV/A. The HOMO-LUMO gap is 7.86 eV. As for the charge: +2. The LUMO energy is -5.907 eV. For the relative energy (zero: lowest compared OMol25 entry of this formula, charge and spin), the calculation gives 0.0 kJ/mol. The HOMO energy comes out at -0.5060 hartree.

=====

A molecular structure, C16H39F3O21P3SZn, computed with ωB97M-V/def2-TZVPD.

Structure (XYZ):
```
84
Properties=species:S:1:pos:R:3:mulliken_charge:R:1
Zn 6.214 4.970 -7.352 1.849
C 8.115 0.940 -8.165 0.374
F 7.954 -0.315 -8.574 -0.193
F 8.318 0.936 -6.837 -0.185
F 9.197 1.464 -8.750 -0.196
S 6.616 1.929 -8.553 1.094
O 5.541 1.179 -7.961 -0.754
O 6.906 3.192 -7.859 0.084
O 6.602 2.068 -9.977 -0.698
C 9.730 8.612 -9.677 -0.901
O 8.765 7.905 -8.852 -0.246
P 9.147 6.646 -8.013 -0.706
O 7.967 5.997 -7.451 1.422
O 10.192 7.100 -6.935 -0.262
C 9.836 7.977 -5.864 -0.434
O 9.990 5.803 -8.988 -0.385
C 10.602 4.563 -8.582 -0.684
H 10.692 8.109 -9.672 0.372
H 9.821 9.619 -9.278 0.295
H 9.334 8.658 -10.686 0.295
H 8.794 7.826 -5.579 0.034
H 10.001 9.012 -6.161 0.227
H 10.497 7.756 -5.031 0.275
H 10.483 4.351 -7.521 0.310
H 11.672 4.645 -8.780 0.317
H 10.190 3.767 -9.192 0.229
C 8.371 5.504 -2.991 -0.529
O 7.638 4.300 -3.224 -0.289
P 6.223 4.365 -3.883 -0.982
O 6.229 4.640 -5.326 2.433
O 5.438 5.412 -3.031 -0.375
C 4.079 5.709 -3.431 -0.271
O 5.544 2.995 -3.538 -0.386
C 6.178 1.759 -3.936 -0.489
H 9.416 5.306 -3.218 0.269
H 8.306 5.767 -1.936 0.310
H 8.001 6.327 -3.600 0.115
H 3.769 6.574 -2.856 0.312
H 3.439 4.863 -3.182 0.280
H 4.038 5.934 -4.497 -0.097
H 7.259 1.797 -3.800 0.293
H 5.971 1.539 -4.986 0.043
H 5.782 0.954 -3.324 0.322
C 2.917 2.151 -9.715 -0.502
O 2.440 3.370 -9.063 -0.350
P 2.932 3.707 -7.617 -1.358
O 4.304 4.209 -7.514 2.209
O 1.859 4.751 -7.116 -0.397
C 1.719 6.009 -7.775 -0.160
O 2.575 2.429 -6.804 -0.314
C 3.037 2.334 -5.452 -0.273
H 3.475 2.455 -10.601 0.184
H 2.049 1.584 -10.033 0.294
H 3.572 1.568 -9.075 0.210
H 2.183 6.005 -8.762 -0.204
H 2.100 6.814 -7.144 0.150
H 0.658 6.218 -7.934 0.370
H 3.536 1.387 -5.273 0.290
H 2.190 2.429 -4.768 0.336
H 3.731 3.136 -5.188 -0.202
C 3.433 5.595 -11.700 -0.910
O 4.147 5.662 -10.457 -0.009
C 5.441 5.419 -10.432 0.155
O 6.071 5.431 -9.397 -0.571
O 5.961 5.158 -11.613 -0.462
C 7.371 4.890 -11.630 -0.331
H 3.424 4.560 -12.050 0.307
H 3.877 6.219 -12.468 0.346
H 2.413 5.880 -11.472 0.238
H 7.621 4.657 -12.657 0.304
H 7.591 4.053 -10.969 0.079
H 7.943 5.751 -11.282 0.093
C 4.654 8.610 -8.757 -0.227
O 4.736 8.989 -7.369 -0.507
C 5.123 8.031 -6.541 -0.123
O 5.322 6.890 -6.859 -0.411
O 5.271 8.434 -5.291 -0.189
C 5.091 9.834 -4.969 -0.814
H 3.998 7.754 -8.897 -0.011
H 5.648 8.408 -9.154 0.066
H 4.249 9.477 -9.274 0.344
H 5.297 9.892 -3.907 0.235
H 4.093 10.191 -5.201 0.299
H 5.829 10.417 -5.518 0.323
```

The total energy comes out at -5714.51565 Ha. As for the largest force on an atom: 1.14 eV/A. The HOMO-LUMO gap is 8.32 eV. As for the charge: +1. The LUMO energy is -3.790 eV. For the relative energy (zero: lowest compared OMol25 entry of this formula, charge and spin), the calculation gives 0.0 kJ/mol. The HOMO energy comes out at -0.4449 hartree.